Entry 1:
{"formula": "C43H77ClF3N11O14P4S2", "method": "wB97M-V/def2-TZVPD", "symbols": ["C", "C", "C", "C", "P", "O", "O", "C", "C", "C", "C", "P", "C", "C", "C", "N", "S", "O", "O", "C", "F", "F", "F", "C", "C", "C", "P", "C", "C", "C", "C", "Cl", "C", "O", "C", "N", "C", "P", "C", "C", "C", "S", "H", "H", "H", "H", "H", "H", "H", "H", "H", "H", "H", "H", "H", "H", "H", "H", "H", "H", "H", "H", "H", "H", "H", "H", "H", "H", "H", "H", "H", "H", "H", "H", "C", "C", "N", "O", "H", "H", "H", "H", "H", "C", "C", "N", "O", "H", "H", "H", "H", "H", "C", "C", "N", "O", "H", "H", "H", "H", "H", "C", "C", "N", "O", "H", "H", "H", "H", "H", "C", "C", "N", "O", "H", "H", "H", "H", "H", "C", "C", "N", "O", "H", "H", "H", "H", "H", "C", "C", "N", "O", "H", "H", "H", "H", "H", "C", "C", "N", "O", "H", "H", "H", "H", "H", "C", "C", "N", "O", "H", "H", "H", "H", "H"], "coordinates": [[4.70039, 3.13844, -2.77372], [5.51220, 2.38305, -1.52192], [4.76019, 0.91549, -1.24640], [5.29921, -0.44380, -2.05831], [6.77533, -0.47457, -3.26933], [6.81699, 0.90547, -4.32977], [8.29802, -0.73537, -2.44847], [4.52859, -1.90712, -1.80859], [3.27118, -1.96375, -0.75825], [2.69660, -0.62371, 0.06186], [3.48067, 0.83490, -0.17337], [2.81494, 2.31148, 0.84027], [2.60923, 3.89837, -0.20350], [4.19496, 2.64980, 2.17221], [3.59322, 3.50885, 3.47219], [1.51294, -0.65474, 1.00232], [1.95749, -1.30665, 2.56211], [3.21126, -2.25238, 2.52068], [2.39659, -0.09972, 3.47847], [0.57724, -2.18183, 3.47715], [0.98584, -2.27177, 4.92916], [0.45360, -3.59767, 2.98455], [-0.72601, -1.46505, 3.47504], [0.32670, -1.42761, 0.38872], [0.49787, -2.91049, -0.32541], [-0.71014, -3.80896, -0.97202], [-0.18753, -5.50039, -1.75815], [-1.16440, -5.83406, -3.38860], [-0.60946, -6.94072, -0.51644], [0.49307, -7.00064, 0.73937], [-2.23752, -3.21576, -0.94198], [-3.66402, -4.17995, -1.67345], [-2.44970, -1.71111, -0.24503], [-3.84982, -1.20209, -0.28558], [-4.03259, -0.72725, -1.68080], [-4.28981, -0.51953, -2.93606], [-1.22915, -0.81357, 0.40185], [-1.42419, 0.92973, 1.16882], [-0.93905, 2.12753, -0.28961], [-3.24240, 1.38012, 1.53663], [-3.89950, 0.63221, 2.83845], [2.29297, -3.56383, -0.38813], [4.99048, 2.70108, -3.82931], [5.02850, 4.28569, -2.80909], [3.52664, 3.00966, -2.68347], [6.65321, 2.27291, -1.76273], [5.40515, 3.05146, -0.56757], [6.01306, 0.87869, -4.95533], [8.07091, -1.44199, -1.74568], [4.86794, -2.89311, -2.38706], [1.94965, 4.66841, 0.41743], [1.96251, 3.59875, -1.14926], [3.61706, 4.41424, -0.50100], [5.14337, 3.16121, 1.70987], [4.52391, 1.60486, 2.63226], [4.46025, 4.11743, 4.00280], [2.78338, 4.28802, 3.12554], [3.13041, 2.80481, 4.29944], [-1.73250, -4.86100, -3.70468], [-0.43843, -6.17618, -4.26745], [-1.94434, -6.69350, -3.12775], [-0.43796, -7.94387, -1.11661], [-1.71324, -6.86175, -0.11937], [0.03557, -6.57599, 1.75224], [0.82767, -8.13760, 0.86642], [1.46949, -6.38801, 0.51787], [0.21802, 2.23787, -0.42235], [-1.32503, 1.56091, -1.26719], [-1.45271, 3.16970, -0.15411], [-3.92324, 1.26737, 0.56291], [-3.25635, 2.55065, 1.77093], [-3.21423, -0.23463, 3.22351], [-4.03039, 1.46270, 3.68615], [-5.00442, 0.23881, 2.61478], [2.76787, -3.95353, -6.12813], [3.07060, -4.10388, -4.66529], [1.99635, -4.29279, -3.85088], [4.20749, -4.06233, -4.20936], [3.27752, -4.74716, -6.68130], [3.12764, -2.97874, -6.46858], [1.69516, -4.02022, -6.32955], [1.04241, -4.33415, -4.17928], [2.17515, -4.39683, -2.86036], [-4.97178, -9.05316, -3.69523], [-4.35984, -8.42772, -2.47519], [-5.23083, -7.86297, -1.59463], [-3.15265, -8.41432, -2.26393], [-4.71188, -10.11496, -3.72028], [-4.57755, -8.55709, -4.58633], [-6.06127, -8.95972, -3.69613], [-6.23202, -7.84910, -1.72493], [-4.84200, -7.43493, -0.76426], [-3.38307, 6.85818, -0.15065], [-2.33499, 6.01805, 0.52008], [-2.46348, 5.86828, 1.86693], [-1.41100, 5.48963, -0.08746], [-3.90259, 6.25144, -0.89735], [-2.89974, 7.70845, -0.63953], [-4.11811, 7.23753, 0.56456], [-3.20641, 6.28345, 2.41032], [-1.76882, 5.30610, 2.34161], [2.44027, 6.92357, -5.07353], [2.74300, 6.77322, -3.61069], [1.66875, 6.58431, -2.79629], [3.87989, 6.81477, -3.15477], [2.94992, 6.12994, -5.62671], [2.80004, 7.89836, -5.41398], [1.36756, 6.85689, -5.27496], [0.71481, 6.54295, -3.12469], [1.84755, 6.48027, -1.80577], [-8.38793, -2.66631, 0.15055], [-8.25958, -2.35767, -1.31315], [-7.05995, -1.85357, -1.71280], [-9.16603, -2.54007, -2.11762], [-8.60691, -3.73059, 0.27285], [-9.20450, -2.07241, 0.57015], [-7.46962, -2.43325, 0.69654], [-6.28444, -1.68608, -1.08822], [-6.94926, -1.63759, -2.69516], [-7.67186, 2.16201, 1.01072], [-7.05991, 2.78745, 2.23076], [-7.93091, 3.35220, 3.11133], [-5.85273, 2.80085, 2.44203], [-7.41196, 1.10021, 0.98568], [-7.27763, 2.65808, 0.11962], [-8.76135, 2.25546, 1.00982], [-8.93210, 3.36607, 2.98103], [-7.54208, 3.78025, 3.94169], [5.65004, -7.45595, -7.49461], [4.19287, -7.60900, -7.82228], [3.78199, -8.86800, -8.13701], [3.40289, -6.67200, -7.81356], [5.74805, -7.06877, -6.47672], [6.10255, -6.75378, -8.20014], [6.18281, -8.40869, -7.55915], [4.39452, -9.67047, -8.15766], [2.80374, -8.99638, -8.36166], [1.31606, 4.34513, 8.37315], [1.01942, 4.56151, 6.91736], [0.85366, 3.43631, 6.16942], [0.92763, 5.67391, 6.41115], [0.53154, 4.81698, 8.97105], [2.28237, 4.79790, 8.61150], [1.35630, 3.28192, 8.62550], [0.91971, 2.49970, 6.54084], [0.65277, 3.55658, 5.18499], [2.19869, 8.52119, 9.83866], [2.09519, 7.33205, 10.74938], [1.64236, 7.58333, 12.00825], [2.39461, 6.19532, 10.40254], [1.55863, 8.35972, 8.96698], [3.23734, 8.63427, 9.51617], [1.88498, 9.44259, 10.33699], [1.38374, 8.50136, 12.33977], [1.56393, 6.79738, 12.64075]], "e_homo_ev": -7.49, "spin_multiplicity": 1, "e_tot_ev": -170373.4867, "smiles": "CCc1c(P(O)O)cc2c(c1P(C)CC)N(S(=O)(=O)C(F)(F)F)c1c(c(P(C)CC)c(Cl)c(OC#N)c1P(C)CC)S2.CC(N)=O.CC(N)=O.CC(N)=O.CC(N)=O.CC(N)=O.CC(N)=O.CC(N)=O.CC(N)=O.CC(N)=O"}


Entry 2:
{"formula": "C43H79Br30NO5", "method": "wB97M-V/def2-TZVPD", "symbols": ["O", "C", "O", "C", "O", "C", "C", "C", "O", "C", "C", "C", "C", "N", "C", "C", "C", "C", "O", "H", "H", "H", "H", "H", "H", "H", "H", "H", "H", "H", "H", "H", "H", "H", "H", "H", "H", "H", "Br", "C", "C", "Br", "H", "H", "H", "H", "Br", "C", "C", "Br", "H", "H", "H", "H", "Br", "C", "C", "Br", "H", "H", "H", "H", "Br", "C", "C", "Br", "H", "H", "H", "H", "Br", "C", "C", "Br", "H", "H", "H", "H", "Br", "C", "C", "Br", "H", "H", "H", "H", "Br", "C", "C", "Br", "H", "H", "H", "H", "Br", "C", "C", "Br", "H", "H", "H", "H", "Br", "C", "C", "Br", "H", "H", "H", "H", "Br", "C", "C", "Br", "H", "H", "H", "H", "Br", "C", "C", "Br", "H", "H", "H", "H", "Br", "C", "C", "Br", "H", "H", "H", "H", "Br", "C", "C", "Br", "H", "H", "H", "H", "Br", "C", "C", "Br", "H", "H", "H", "H", "Br", "C", "C", "Br", "H", "H", "H", "H"], "coordinates": [[0.66531, -4.56857, 4.34546], [0.38419, -3.32197, 4.73233], [0.18250, -2.70626, 6.05279], [-0.20859, -1.27852, 5.88725], [0.88231, -0.39002, 6.32681], [-0.67388, -1.22731, 4.28832], [-0.26832, 0.08553, 3.39159], [-1.26951, 1.37358, 3.55340], [-2.56983, 1.23516, 2.86012], [-2.23776, -1.71020, 4.38254], [-2.73494, -2.68763, 3.15932], [-4.30195, -3.22037, 3.32531], [-5.41820, -2.05731, 2.94702], [-5.79852, -1.38686, 4.27885], [-6.46281, -2.00041, 5.50377], [-6.63381, -0.86032, 6.71396], [-6.00373, 0.54731, 6.15778], [-5.55847, 0.05776, 4.65777], [0.21692, -2.26783, 3.72022], [-1.08808, -1.00585, 6.63275], [1.10793, -0.68283, 7.27892], [0.79975, 0.44418, 3.78589], [-0.18857, -0.15087, 2.24594], [-1.41574, 1.70791, 4.68956], [-0.72027, 2.28990, 3.02058], [-2.53111, 0.51860, 2.15321], [-2.35790, -2.34682, 5.38269], [-2.89064, -0.74899, 4.52581], [-2.06076, -3.66816, 3.20485], [-2.61077, -2.22031, 2.09242], [-4.47355, -4.19127, 2.66121], [-4.40002, -3.58831, 4.45669], [-6.37755, -2.51366, 2.42619], [-4.95490, -1.24728, 2.20982], [-6.80413, -3.14393, 5.53421], [-7.10300, -0.99539, 7.77769], [-5.87014, 1.60576, 6.63857], [-5.02595, 0.76448, 3.88564], [-5.72132, 4.17812, 3.75013], [-4.97534, 3.78988, 1.99053], [-5.94401, 2.99155, 1.14985], [-5.97556, 1.11923, 1.69554], [-4.02067, 3.28167, 2.15353], [-4.78843, 4.76837, 1.53906], [-5.62597, 2.97704, 0.10352], [-6.97268, 3.35804, 1.20688], [-1.61787, 3.13764, -0.66877], [-2.05100, 4.39697, -2.09352], [-3.53854, 4.43732, -2.35425], [-4.11896, 2.87954, -3.37445], [-1.46453, 4.10300, -2.96867], [-1.69618, 5.36669, -1.73306], [-3.79796, 5.29773, -2.97759], [-4.13893, 4.46240, -1.44067], [-5.97871, 6.28161, -0.65176], [-7.07022, 7.46831, 0.44539], [-8.09056, 6.69082, 1.24339], [-9.58702, 6.13342, 0.12344], [-7.51597, 8.20577, -0.22820], [-6.36243, 7.97136, 1.11035], [-8.53550, 7.32070, 2.01892], [-7.68354, 5.78709, 1.70526], [2.09282, 3.50357, -3.08096], [2.83062, 4.88537, -1.91920], [1.74364, 5.78818, -1.38461], [1.15090, 7.05881, -2.74054], [3.59090, 5.41706, -2.49847], [3.31601, 4.34156, -1.10382], [2.12243, 6.40442, -0.56429], [0.85655, 5.24599, -1.04573], [-2.41664, -8.04187, 6.51059], [-0.53171, -8.18828, 6.98914], [0.35824, -7.81756, 5.82598], [0.44299, -9.25884, 4.51452], [-0.37225, -9.20835, 7.35007], [-0.39401, -7.48862, 7.81842], [1.39022, -7.67596, 6.15935], [0.02702, -6.92127, 5.29431], [-2.46833, 3.58746, -7.84370], [-1.20328, 3.49134, -6.36255], [-0.38536, 4.75729, -6.25886], [1.01003, 4.80977, -7.62067], [-0.59720, 2.59425, -6.51804], [-1.82075, 3.35690, -5.46989], [0.14762, 4.79542, -5.30459], [-0.97887, 5.66836, -6.37471], [-0.66673, 0.07553, -5.16826], [-1.79865, -1.21485, -4.24247], [-2.44311, -0.60046, -3.02199], [-1.17279, -0.45873, -1.54870], [-1.17266, -2.08188, -4.01302], [-2.55755, -1.50402, -4.97503], [-3.24494, -1.24156, -2.64486], [-2.83972, 0.40305, -3.19915], [6.81274, -1.48854, 6.77505], [5.05003, -1.85527, 6.02553], [4.04352, -0.81629, 6.46123], [3.46959, -1.11723, 8.30091], [4.78129, -2.87245, 6.32451], [5.19055, -1.82528, 4.94130], [3.13050, -0.88884, 5.86349], [4.42565, 0.20694, 6.40939], [4.73727, -10.86231, -0.24964], [3.64575, -9.67560, 0.84752], [2.62542, -10.45309, 1.64551], [1.12896, -11.01050, 0.52556], [3.20000, -8.93815, 0.17392], [4.35355, -9.17256, 1.51247], [2.18048, -9.82322, 2.42105], [3.03244, -11.35683, 2.10739], [3.51274, 8.92568, -7.90420], [1.75003, 8.55895, -8.65372], [0.74352, 9.59793, -8.21802], [0.16959, 9.29699, -6.37834], [1.48129, 7.54177, -8.35474], [1.89055, 8.58894, -9.73795], [-0.16950, 9.52538, -8.81576], [1.12565, 10.62117, -8.26986], [-1.68596, -4.72891, -5.01672], [0.12064, -5.28146, -4.53268], [0.28529, -5.35966, -3.03296], [0.47666, -3.58343, -2.25018], [0.80839, -4.57686, -5.00891], [0.24698, -6.26850, -4.98654], [1.20832, -5.88552, -2.77288], [-0.55646, -5.84188, -2.52833], [-4.04290, -4.09009, -0.44752], [-5.14175, -5.51926, -1.19144], [-5.70566, -6.39965, -0.10089], [-4.35164, -7.62120, 0.59109], [-4.51822, -6.06126, -1.90818], [-5.94567, -5.00877, -1.72932], [-6.49533, -7.04520, -0.49565], [-6.09497, -5.83794, 0.75271], [5.51404, 6.08858, -4.35553], [7.32064, 5.53602, -3.87148], [7.48529, 5.45782, -2.37177], [7.67666, 7.23406, -1.58899], [8.00839, 6.24062, -4.34771], [7.44698, 4.54899, -4.32534], [8.40832, 4.93196, -2.11169], [6.64354, 4.97560, -1.86714], [10.69865, -9.27849, 0.64478], [9.15561, -9.63369, -0.49375], [8.41917, -8.35826, -0.83038], [7.33604, -7.75050, 0.67356], [8.53582, -10.36812, 0.02849], [9.56864, -10.09059, -1.39754], [7.70719, -8.52671, -1.64332], [9.08273, -7.53210, -1.10034], [9.79466, 8.31982, -4.73932], [10.54064, 7.93159, -6.49892], [9.57197, 7.13326, -7.33959], [9.54042, 5.26093, -6.79390], [11.49531, 7.42337, -6.33591], [10.72755, 8.91007, -6.95039], [9.89001, 7.11874, -8.38592], [8.54330, 7.49975, -7.28257]], "e_homo_ev": -7.33, "spin_multiplicity": 1, "e_tot_ev": -2158866.8466}